1.
# C15H40FFeO5

A molecular structure, C15H40FFeO5 (ωB97M-V/def2-TZVPD, the OMol25 dataset).

Element x y z (Å)
Fe -1.530686 0.352181 -0.562238
F 0.250156 -0.398902 -0.155817
O -2.249236 -1.178247 0.636165
O 2.489669 1.449363 0.732445
O -0.573469 2.136190 -1.443759
O 1.268521 -2.832061 0.093774
O -0.956161 1.575711 1.290453
C -0.280313 2.477301 -2.760181
C 1.267887 -3.439528 -1.116218
C 3.899290 1.175764 0.902447
C -1.582885 1.427501 2.517814
C -3.686060 -3.208376 0.246276
C 2.034778 -2.533650 -2.129142
C 4.406920 0.941605 -0.516076
C -1.692185 2.814597 3.094050
C -4.733639 -1.159417 1.329947
C 1.116429 1.901358 -3.066156
C -3.602200 -1.701725 0.377820
C -0.465424 0.624502 3.311144
C -0.424260 4.013712 -3.103727
C 4.018092 -0.066273 1.936815
C -0.132936 -3.941796 -1.642676
H -0.210710 2.162954 1.435544
H -0.696617 3.183278 3.341074
H 3.534788 -1.023912 1.743310
H 2.070228 0.589431 0.653714
H 1.282283 1.823453 -4.140639
H -3.187599 -3.667288 1.100115
H -0.898032 0.271884 4.247412
H -2.252513 2.850504 4.028311
H 1.246576 0.946002 -2.557765
H 4.432394 1.982462 1.405567
H -0.567561 -4.702962 -0.994747
H -0.909329 -3.186344 -1.521803
H -0.300050 2.912365 -0.949398
H -4.711910 -3.576793 0.245390
H -2.556817 0.938093 2.523526
H 3.597166 0.254250 2.889801
H 5.493549 0.861735 -0.546979
H 2.083940 -3.034137 -3.096201
H -3.900406 -1.406548 -0.628185
H 3.890414 0.086777 -0.952662
H 0.903635 -1.950746 -0.014613
H 3.073535 -2.346667 -1.856890
H -4.436659 -1.447179 2.338454
H -5.749814 -1.531079 1.198223
H -2.260739 3.579543 2.565170
H -3.181347 -3.565539 -0.651379
H 5.086659 -0.217027 2.090204
H 1.571763 -1.558631 -2.281000
H -0.276649 -4.263748 -2.674081
H 0.460499 4.597404 -2.849552
H -0.144118 -0.138292 2.601914
H 4.111170 1.765789 -1.165187
H -1.075051 1.961260 -3.298875
H 1.890310 2.570733 -2.690450
H -4.811947 -0.078788 1.210657
H 0.396607 1.255465 3.527670
H -0.553365 4.127071 -4.180102
H -1.886458 -1.612996 1.411407
H -1.303327 4.444463 -2.624365
H 1.903215 -4.286050 -0.855749

Atoms 1-3, force components in eV/Å:
4.0 0.1 3.0
-2.1 1.1 -0.9
-1.0 1.1 -1.5

Results
net charge = +3
2S+1 = 7
total energy = -2333.9748 Ha

Atomic partial charges in e from the natural (NBO) method, atoms 1 to 6: atom 1 (Fe): 2.08, atom 2 (F): -0.67, atom 3 (O): -0.80, atom 4 (O): -0.29, atom 5 (O): -0.80, atom 6 (O): -0.66

***

2.
# C15H40FLiO5Zn

A molecular structure, C15H40FLiO5Zn (ωB97M-V/def2-TZVPD, the OMol25 dataset).

Element x y z (Å)
Zn 1.722991 -0.003109 -1.714021
F 0.558081 0.046601 -0.204373
O 1.121391 2.328055 1.292483
O 3.514854 0.482486 -0.699825
O -1.469344 -2.225489 1.837823
O -1.060710 -1.932916 -1.828241
O -3.088408 -0.314804 0.229243
C 4.221669 0.375013 0.576575
C -1.364846 0.008578 -3.142980
C -0.663250 -3.417716 1.912711
C -3.580433 1.053351 0.278016
C -1.185466 -4.403983 0.861901
C 1.972423 4.594236 1.395108
C 3.378461 -0.495623 1.457888
C -4.822918 1.179617 1.098404
C -2.378124 1.884762 0.793685
C 1.591090 3.433676 0.487013
C 0.778300 -2.982057 1.775891
C -1.934951 -1.358863 -2.804917
C -2.013312 -2.322821 -3.997286
C 0.527472 3.831067 -0.535798
C 5.581682 -0.267617 0.381940
Li -1.171124 -0.907276 0.213425
H 5.563774 -1.240107 -0.102025
H 3.802583 -0.503837 2.465768
H -2.665413 -1.877062 -4.748692
H -3.714759 1.346135 -0.768045
H 0.975949 -2.276071 2.577949
H 2.452446 5.333261 0.752420
H -1.588798 -5.336225 1.258617
H -2.659536 2.906828 1.030761
H 1.108065 5.077442 1.848064
H 0.961241 4.331255 -1.407703
H 3.387345 -1.543957 1.151985
H 6.099035 -0.334075 1.341507
H -4.685559 0.728707 2.084578
H -0.992517 -2.475029 -4.355773
H 1.371945 -3.897369 1.818069
H -2.436647 -3.297340 -3.761705
H 2.487396 2.975857 0.045108
H -1.532745 0.614396 -2.251986
H -3.873331 -0.852809 0.063000
H 2.361049 -0.161313 1.653590
H -2.033855 -4.025863 0.284392
H -0.201779 -2.157755 -2.199585
H 6.259643 0.446354 -0.098188
H 4.256588 1.354552 1.057873
H 1.015652 -2.573106 0.791149
H -2.877228 -1.237177 -2.270356
H -5.651163 0.649745 0.622670
H -0.478035 -4.660812 0.068117
H -0.320920 -0.018746 -3.500874
H -1.607852 1.848123 0.026250
H 4.030473 1.156159 -1.176384
H 2.632683 4.232899 2.181086
H -0.860347 -3.902675 2.870923
H -2.057366 1.384313 1.710087
H -0.169157 4.577131 -0.158617
H 0.713832 1.642616 0.751290
H -5.099945 2.214930 1.287383
H -1.962966 0.408307 -3.965935
H -2.313339 -2.360921 2.279068
H 0.068031 2.918071 -0.920496

Atoms 1-3, force components in eV/Å:
0.0 0.6 3.0
0.4 -0.4 -1.7
-0.2 0.4 0.7

Results
net charge = +2
energy relative to the best compared isomer or geometry (same formula, charge and spin) = 240.3 kJ/mol

Atomic partial charges in e from the natural (NBO) method, atoms 1 to 6: atom 1 (Zn): 1.77, atom 2 (F): -0.88, atom 3 (O): -0.75, atom 4 (O): -0.88, atom 5 (O): -0.80, atom 6 (O): -0.76

***

3.
# C15H40O5

5 unconnected molecules or ions with the total composition C15H40O5 (ωB97M-V/def2-TZVPD, the OMol25 dataset).

Element x y z (Å)
O -1.113697 6.630349 0.513548
O -2.763869 -3.217509 2.678489
O 4.060532 -0.210000 1.267322
O 2.844422 -2.859957 -4.735351
O -1.013472 -1.481957 1.455470
C -3.467380 -2.285750 3.511014
C 2.885455 1.679147 0.308031
C 0.728970 -2.099452 -5.653355
C 0.391846 5.025366 1.397549
C -4.922065 -2.177445 3.108402
C 1.187354 -2.213486 -3.131854
C -1.328113 -1.214396 0.089510
C -1.429382 -2.599466 -0.610747
C -0.230799 -0.280437 -0.392317
C 5.390193 1.352551 0.052204
C -3.213716 -2.577682 4.977213
C -0.302423 5.525683 0.131410
C 1.440450 -2.828958 -4.513463
C -1.189094 4.414781 -0.455014
C 4.158926 1.159096 0.955404
H 1.083249 -1.066983 -5.616480
H -5.412726 -1.582829 3.888329
H -1.810653 -2.395976 -1.619342
H 1.175143 5.747004 1.660153
H -1.580104 -2.180876 1.840475
H -3.887486 -2.024881 5.640498
H 0.470277 5.893290 -0.551241
H -0.478521 0.081027 -1.397150
H -5.009069 -1.566266 2.211927
H 2.853738 1.369589 -0.738658
H -2.104337 -3.263973 -0.082471
H 1.789347 -1.315076 -2.985281
H -1.701641 6.822387 -0.224765
H 3.109360 -3.704023 -5.107624
H -0.451820 -3.050402 -0.769867
H 6.271228 1.018832 0.603789
H -0.905906 3.375084 -0.271306
H -1.080054 4.389401 -1.549527
H -2.221507 -2.275499 5.306681
H 3.187806 -0.551775 1.058863
H 4.365404 1.870638 1.770609
H 2.018074 1.335544 0.877188
H -3.124504 -4.104014 2.772866
H -0.204391 0.602757 0.241745
H 0.848281 -2.525332 -6.644143
H -3.439063 -3.621967 5.209133
H 0.720702 -0.803070 -0.486063
H 0.145505 -1.888244 -3.060564
H 1.353939 -2.971350 -2.371349
H -3.084994 -1.296976 3.246559
H 1.033781 -3.840240 -4.363681
H 0.942388 4.089212 1.335069
H 5.317584 0.743010 -0.847405
H -2.273640 -0.654950 0.063656
H -0.355917 5.014625 2.191116
H -0.331463 -2.080709 -5.382286
H -2.218296 4.601364 -0.158808
H 2.829541 2.766152 0.398206
H 5.514511 2.425909 -0.105221
H -5.467893 -3.120901 3.062924

Atoms 1-3, force components in eV/Å:
0.0 0.1 0.0
0.1 0.3 -0.1
0.3 -0.1 0.6

Results
net charge = 0
SMILES = CC(C)O.CC(C)O.CC(C)O.CC(C)O.CC(C)O
energy relative to the best compared isomer or geometry (same formula, charge and spin) = 174.3 kJ/mol

Atomic partial charges in e from the natural (NBO) method, atoms 1 to 6: atom 1 (O): -0.72, atom 2 (O): -0.75, atom 3 (O): -0.72, atom 4 (O): -0.73, atom 5 (O): -0.77, atom 6 (C): 0.08

***

Copy entry 2 word for word.
# C15H40FLiO5Zn

A molecular structure, C15H40FLiO5Zn (ωB97M-V/def2-TZVPD, the OMol25 dataset).

Element x y z (Å)
Zn 1.722991 -0.003109 -1.714021
F 0.558081 0.046601 -0.204373
O 1.121391 2.328055 1.292483
O 3.514854 0.482486 -0.699825
O -1.469344 -2.225489 1.837823
O -1.060710 -1.932916 -1.828241
O -3.088408 -0.314804 0.229243
C 4.221669 0.375013 0.576575
C -1.364846 0.008578 -3.142980
C -0.663250 -3.417716 1.912711
C -3.580433 1.053351 0.278016
C -1.185466 -4.403983 0.861901
C 1.972423 4.594236 1.395108
C 3.378461 -0.495623 1.457888
C -4.822918 1.179617 1.098404
C -2.378124 1.884762 0.793685
C 1.591090 3.433676 0.487013
C 0.778300 -2.982057 1.775891
C -1.934951 -1.358863 -2.804917
C -2.013312 -2.322821 -3.997286
C 0.527472 3.831067 -0.535798
C 5.581682 -0.267617 0.381940
Li -1.171124 -0.907276 0.213425
H 5.563774 -1.240107 -0.102025
H 3.802583 -0.503837 2.465768
H -2.665413 -1.877062 -4.748692
H -3.714759 1.346135 -0.768045
H 0.975949 -2.276071 2.577949
H 2.452446 5.333261 0.752420
H -1.588798 -5.336225 1.258617
H -2.659536 2.906828 1.030761
H 1.108065 5.077442 1.848064
H 0.961241 4.331255 -1.407703
H 3.387345 -1.543957 1.151985
H 6.099035 -0.334075 1.341507
H -4.685559 0.728707 2.084578
H -0.992517 -2.475029 -4.355773
H 1.371945 -3.897369 1.818069
H -2.436647 -3.297340 -3.761705
H 2.487396 2.975857 0.045108
H -1.532745 0.614396 -2.251986
H -3.873331 -0.852809 0.063000
H 2.361049 -0.161313 1.653590
H -2.033855 -4.025863 0.284392
H -0.201779 -2.157755 -2.199585
H 6.259643 0.446354 -0.098188
H 4.256588 1.354552 1.057873
H 1.015652 -2.573106 0.791149
H -2.877228 -1.237177 -2.270356
H -5.651163 0.649745 0.622670
H -0.478035 -4.660812 0.068117
H -0.320920 -0.018746 -3.500874
H -1.607852 1.848123 0.026250
H 4.030473 1.156159 -1.176384
H 2.632683 4.232899 2.181086
H -0.860347 -3.902675 2.870923
H -2.057366 1.384313 1.710087
H -0.169157 4.577131 -0.158617
H 0.713832 1.642616 0.751290
H -5.099945 2.214930 1.287383
H -1.962966 0.408307 -3.965935
H -2.313339 -2.360921 2.279068
H 0.068031 2.918071 -0.920496

Atoms 1-3, force components in eV/Å:
0.0 0.6 3.0
0.4 -0.4 -1.7
-0.2 0.4 0.7

Results
net charge = +2
energy relative to the best compared isomer or geometry (same formula, charge and spin) = 240.3 kJ/mol

Atomic partial charges in e from the natural (NBO) method, atoms 1 to 6: atom 1 (Zn): 1.77, atom 2 (F): -0.88, atom 3 (O): -0.75, atom 4 (O): -0.88, atom 5 (O): -0.80, atom 6 (O): -0.76